The following is a DFT calculation (ωB97M-V/def2-TZVPD) of a structure of composition C18H27ClNRu at a distorted geometry.

Positions of all 48 atoms, in Å:
Ru  0.00000  0.00000  0.00000
Cl  1.91595  1.23756  5.30617
N  -0.31969  0.38050  2.09339
C  1.58080  0.60125  -2.95551
C  3.01991  -0.53323  0.05946
C  -1.30802  1.70818  -0.78360
C  -1.80809  0.46713  3.96527
C  0.87074  3.13223  -1.10756
C  -0.76165  -0.13824  -2.08047
C  0.34890  0.78485  -2.12570
C  -3.18484  -0.08081  -1.07941
C  -1.80384  0.46740  -1.27922
C  1.69539  -1.27343  -0.09834
C  0.55100  0.87900  4.26531
C  0.73919  0.68329  2.89249
C  -2.06965  2.70204  0.04175
C  -0.87876  -1.39288  -2.89284
C  -1.57675  0.26633  2.60396
C  -0.73413  0.77242  4.80179
C  0.03237  1.90499  -1.30678
C  4.18896  -1.28670  -0.59697
H  2.94946  0.47060  -0.37728
H  1.61416  -1.73234  -1.09234
H  -3.54896  0.11495  -0.06766
H  0.09059  -1.89010  -2.99473
H  -2.77190  2.20435  0.71517
H  -1.39839  3.31626  0.64817
H  -0.61764  -1.32300  0.59034
H  1.61226  -2.07402  0.64105
H  2.41600  1.19113  -2.57075
H  4.33872  -2.26408  -0.12390
H  -2.80922  0.38016  4.36806
H  -1.24682  -1.17298  -3.90420
H  -1.57036  -2.10113  -2.42963
H  1.92420  2.93411  -1.32136
H  -0.90161  0.91867  5.86027
H  1.89200  -0.44743  -2.98950
H  -3.88706  0.38283  -1.78540
H  3.99254  -1.45976  -1.66182
H  -3.21011  -1.16093  -1.24263
H  -2.40068  0.01668  1.95263
H  1.72881  0.75427  2.46843
H  0.53980  3.94250  -1.77127
H  0.80150  3.49878  -0.07982
H  3.23468  -0.38731  1.12513
H  5.12535  -0.72237  -0.51273
H  -2.64583  3.37862  -0.60384
H  1.39208  0.92172  -3.98839

Its total energy is -1311.087277 a.u. As for the max |F|: 4.16 eV/Å. As for the LUMO energy (spin up / spin down): -7.0833 / -10.4163 eV. Its net charge is +2. The spin multiplicity is 6. For the relative energy (zero: lowest compared OMol25 entry of this formula, charge and spin), the calculation gives 4.7 kcal/mol. The HOMO energy (spin up / spin down) comes out at -12.55 / -16.00 eV. As for the expectation value of S²: 8.797.